This record from OMol25 describes a molecular structure, C16H25BrClO4P2Sc in a non-equilibrium geometry. The level of theory is ωB97M-V/def2-TZVPD.

Summary:
Kohn-Sham gap ... 4.9 eV
Total charge ... +2
HOMO level ... -14.00 eV
Energy ... -147018.83004 eV

Geometry as XYZ:
```
50
Properties=species:S:1:pos:R:3:forces:R:3:lowdin_charge:R:1
C 1.3235 -0.7081 -4.3791 1.9944 -0.4849 -1.2189 0.03
C 0.6469 -0.4683 -3.1664 -6.3443 1.4365 1.4944 -0.18
H 0.5935 -0.8334 -5.2148 0.1685 0.1722 0.7992 0.16
H 1.9351 -1.6254 -4.2793 -0.0257 0.4460 -0.0992 0.14
H 1.9943 0.1584 -4.5813 -0.2054 -0.5432 0.1213 0.15
O -0.4442 -0.2433 -2.7587 5.8779 -1.1172 -1.7867 0.14
Cl 2.5033 -0.2989 -1.2716 -0.2736 -0.1641 -1.3694 0.26
Sc 0.6508 -0.0429 0.1710 -0.3896 0.5435 2.4015 0.43
P 0.0461 -2.5765 0.1110 0.1686 -1.2548 -0.1067 0.75
C -1.5415 -3.2595 0.6351 -0.3807 0.2253 0.2036 -0.24
C 0.3350 -3.4866 -1.4473 0.0318 0.0388 -0.3820 -0.25
H 0.0880 -4.5516 -1.2526 0.1984 0.5960 -0.3087 0.08
H 1.0357 -4.4578 1.2364 0.0844 0.1631 -0.0472 0.07
H 1.3931 -3.3956 -1.7571 -0.4728 -0.1141 0.1753 0.05
H 2.2676 -3.2375 0.7773 -0.1626 -0.0688 0.0845 0.06
H -2.3289 -2.9558 -0.0705 0.1433 -0.2070 0.2463 0.06
H -0.3145 -3.0956 -2.2520 0.1772 -0.3594 0.2860 0.04
C 1.2600 -3.3857 1.1836 0.3086 0.1074 0.3678 -0.25
H -1.4500 -4.3567 0.6600 -0.1305 0.3631 -0.0255 0.07
H 1.2213 -2.9634 2.1955 0.0830 -0.1498 -0.3231 -0.01
H -1.7890 -2.8828 1.6393 -0.0277 -0.1562 -0.4274 -0.01
P 0.2456 2.4957 -0.5463 0.2824 1.1861 0.2040 0.76
C -1.2943 3.3676 -0.1536 -0.3033 -0.2465 0.1482 -0.23
C 1.4852 3.5020 0.3552 0.2504 -0.1825 0.2165 -0.23
H 1.5249 2.6183 -2.5920 -0.0481 0.1534 0.0323 0.04
H 0.5830 4.1093 -2.2854 -0.0040 -0.2591 -0.1215 0.07
H -0.2253 2.6424 -2.9155 0.0311 0.1548 0.0136 0.05
C 0.5618 3.0128 -2.2522 0.0557 -0.1607 -0.3280 -0.25
H 2.5020 3.1540 0.1098 -0.3252 0.1724 0.1195 0.06
H 1.3828 4.5639 0.0672 0.0160 -0.4750 0.1247 0.07
H -1.1514 4.4488 -0.2854 -0.0498 -0.3036 0.0042 0.07
H -1.5798 3.1554 0.8839 0.0132 0.0918 -0.2052 0.06
H 1.3346 3.4009 1.4427 0.0769 0.0802 -0.3956 0.05
H -2.0952 3.0158 -0.8138 0.0576 0.1588 0.1444 0.06
C -1.5263 -0.0378 -0.7778 -4.5506 0.4236 0.2227 -0.09
O -2.6434 0.0353 -1.0460 3.6718 -0.2837 0.8163 0.19
Br -0.6451 -2.4326 4.0340 0.1828 0.9267 0.7066 0.86
C -0.2541 -0.7350 4.9178 -0.1593 -0.3534 0.2262 -0.51
C -0.4222 -0.6513 6.3064 -0.0228 -0.0396 -0.3110 -0.09
C -0.1797 0.5662 6.9496 0.0004 -0.2790 -0.6357 -0.03
C 0.2227 1.6699 6.1862 -0.1674 -0.2308 0.7088 -0.04
C 0.3953 1.5668 4.8191 -0.0496 -0.4548 -0.2714 -0.01
C 0.1675 0.3587 4.1600 -0.2297 -0.6909 0.3147 -0.18
C 0.3278 0.2172 2.6805 -0.0279 0.2994 -0.7621 -0.55
O -0.6777 0.3769 1.8929 1.1161 -0.2740 0.1039 -0.10
O 1.4807 -0.0282 2.1413 -1.1128 0.1621 -0.2952 -0.08
H -0.7548 -1.5258 6.8726 0.1535 0.3320 -0.2617 0.12
H -0.3210 0.6281 8.0306 0.0969 0.1065 -0.3991 0.13
H 0.3910 2.6066 6.7021 0.0527 0.0461 -0.1913 0.12
H 0.6972 2.4022 4.2201 0.1699 0.4673 -0.0141 0.11
```
Positions in Å, forces in eV/Å.



This record from OMol25 describes C16H25ClN2OS in the gas phase in a non-equilibrium geometry. The level of theory is ωB97M-V/def2-TZVPD.

Summary:
Kohn-Sham gap ... 8.1 eV
HOMO level ... -7.48 eV
Energy ... -45380.07156 eV

Geometry as XYZ:
```
46
Properties=species:S:1:pos:R:3:forces:R:3:lowdin_charge:R:1
O 0.3214 2.3288 1.7400 1.6575 2.9735 -0.4304 -0.03
C -0.0785 1.0914 1.2468 0.5920 0.5465 -2.7993 -0.50
C 0.9234 0.8304 0.0028 -0.2831 -1.5338 0.3839 -0.16
C 0.4553 -0.2556 -1.0103 1.0871 -1.3495 -0.7346 -0.12
N 0.0135 -1.6157 -0.5703 -2.2563 2.2155 -0.3017 -0.16
C -0.9826 -2.1566 -1.5551 0.2211 -2.6874 0.9934 -0.18
C -0.4327 -2.9025 -2.8102 -0.1551 -0.5992 2.2995 -0.17
N 0.7546 -3.6719 -2.3382 -1.8651 -2.5351 -2.1788 -0.11
C 1.7094 -3.0740 -1.4944 0.0019 -1.9528 2.6309 -0.23
C 1.0222 -2.5585 -0.1661 0.0543 -0.9165 -2.0653 -0.17
C 1.3055 2.0486 -0.7818 1.1938 0.9850 0.3255 -0.36
C 2.5567 2.6132 -0.5912 0.8711 -0.9320 1.0683 -0.39
S 2.9961 3.8446 -1.7218 -1.7726 -0.6465 0.2740 0.99
C 1.3598 3.7519 -2.3935 0.6360 -3.9246 4.1706 -1.12
Cl 0.8722 4.7335 -3.5333 -1.3520 2.9155 -3.3910 0.76
C 0.5803 2.7593 -1.7602 0.5739 1.3847 -0.8468 -0.12
C -1.4925 1.2369 0.7919 -0.9972 -1.1844 -0.8881 -0.16
C -2.4828 1.5757 1.8815 1.7667 -0.4547 0.8331 -0.18
C -2.3127 0.6237 3.1093 0.2837 0.7465 1.2250 -0.17
C -0.8140 0.4030 3.6058 -0.6341 1.4408 -2.3602 -0.14
C -0.0062 0.0533 2.3068 -0.5640 -0.1823 1.6285 -0.14
H 0.6874 2.9452 0.9713 -1.1918 -2.0694 2.3018 0.15
H 1.9141 0.5663 0.3618 -0.1275 -0.5760 0.8444 0.13
H -0.3867 0.2236 -1.4856 -0.3773 -0.2681 -0.4804 0.10
H 1.2361 -0.5065 -1.8163 -0.6463 1.3343 0.9180 0.14
H -1.5868 -2.8930 -0.9887 0.5748 -0.2345 0.0129 0.11
H -1.7967 -1.5754 -1.8910 -0.3692 2.0971 -0.0195 0.09
H -0.1169 -2.1620 -3.5067 0.3963 0.4478 -0.9353 0.08
H -1.2904 -3.5264 -3.2782 1.7701 0.7357 0.7943 0.14
H 0.5527 -4.6478 -2.0412 -0.1404 1.3472 -0.4325 0.12
H 2.3773 -3.9238 -1.2112 -0.0592 0.7282 -0.1576 0.12
H 2.3033 -2.4034 -2.0625 0.5257 1.2380 -0.0786 0.09
H 1.7489 -2.1651 0.4977 0.5836 0.9772 0.6867 0.09
H 0.5599 -3.4136 0.4012 0.2316 0.5586 -0.8040 0.13
H 3.2578 2.2970 0.2467 -0.8251 0.4362 -1.5169 0.11
H -0.5016 2.6258 -1.8627 0.5467 0.1239 -0.5865 0.12
H -1.6009 1.9799 -0.0032 0.1306 -0.1298 -0.1428 0.12
H -1.8293 0.2598 0.4492 0.1644 -0.2133 -0.7168 0.12
H -2.2124 2.6121 2.0910 -0.8805 0.1005 0.6356 0.11
H -3.4439 1.4006 1.4340 -0.7152 0.5777 0.1819 0.10
H -2.7845 -0.3427 2.8827 0.2378 0.1051 -0.0248 0.10
H -2.8796 1.0601 3.9600 0.1089 -0.3462 -0.4613 0.10
H -0.4068 1.3545 4.0777 -0.5102 -1.3626 -0.3887 0.13
H -0.6867 -0.4915 4.1986 -0.3172 0.1678 0.7445 0.09
H 1.0030 0.0030 2.6116 1.4385 -0.5333 0.2339 0.10
H -0.3855 -0.9362 2.0056 0.3908 0.4486 -0.4448 0.13
```
Positions in Å, forces in eV/Å.



This record from OMol25 describes a molecular structure, C16H25ClOSn in a non-equilibrium geometry. The level of theory is ωB97M-V/def2-TZVPD.

Summary:
Kohn-Sham gap ... 4.1 eV
Total charge ... +2
HOMO level ... -15.24 eV
Energy ... -37377.97333 eV

Geometry as XYZ:
```
44
Properties=species:S:1:pos:R:3:forces:R:3:lowdin_charge:R:1
C 0.0631 0.2025 -4.6842 0.0784 0.2620 -1.8316 -0.95
C 1.4432 0.7668 -5.0536 -0.0080 -0.0410 0.3141 -0.12
C -0.1624 -1.1372 -5.4009 -0.0139 -0.0459 0.3099 -0.12
C -1.0322 1.2005 -5.0894 -0.0202 -0.0374 0.3168 -0.11
Cl -0.0078 -0.0698 -2.8996 -0.0274 -0.0759 0.6120 0.55
H -0.1186 -0.9842 -6.4873 0.0045 0.0480 0.2828 0.10
H -1.1457 -1.5548 -5.1548 0.1904 0.0794 -0.0406 0.08
H 0.6103 -1.8651 -5.1276 -0.1464 0.1382 -0.0479 0.08
H 1.4945 0.9242 -6.1393 -0.0946 -0.0705 0.2672 0.10
H 2.2429 0.0715 -4.7725 -0.1591 0.1288 -0.0498 0.08
H 1.6223 1.7302 -4.5617 -0.0443 -0.1965 -0.0832 0.08
H -0.9939 1.3618 -6.1752 0.0575 -0.0972 0.2723 0.10
H -0.8889 2.1696 -4.5970 -0.0188 -0.2005 -0.0821 0.08
H -2.0289 0.8192 -4.8377 0.1991 0.0643 -0.0399 0.08
C 1.5991 -2.0056 3.0017 0.2582 0.2569 0.0998 -0.14
C 1.1430 -3.0524 2.1347 -0.6884 -0.0562 0.5791 -0.12
C 1.3154 -2.6142 0.7841 -1.1072 -0.3730 -0.4815 -0.10
H 0.7815 -4.0327 2.4512 0.0355 0.3867 -0.1496 0.15
C 1.9083 -1.3119 0.8062 -0.0313 1.0635 -0.0469 -0.10
C 2.0971 -0.9423 2.1748 0.2662 -0.0703 0.3708 -0.15
H 2.6598 -0.0748 2.5243 -0.5259 -0.2495 -0.1627 0.13
H 1.6694 -2.0437 4.0906 -0.1267 -0.0208 -0.4349 0.14
H 1.1269 -3.2115 -0.1050 -0.0486 0.1964 0.1824 0.15
H 2.2883 -0.7537 -0.0525 -0.3477 -0.1980 0.2218 0.14
C -2.0976 0.4671 2.3967 0.6892 0.4985 0.1022 -0.14
C -2.2942 -0.7122 3.1966 0.5426 -0.4971 0.3919 -0.13
C -2.7050 -1.7643 2.3169 0.0006 -0.3492 -0.2931 -0.12
H -2.2410 -0.7438 4.2842 0.0292 -0.0591 -0.3397 0.15
C -2.7373 -1.2447 0.9893 -0.1478 -0.4170 -0.0480 -0.12
C -2.3673 0.1322 1.0315 0.1760 -0.0633 -0.6791 -0.10
H -2.4363 0.8560 0.2158 0.2524 -0.3905 0.2019 0.15
H -1.9186 1.4685 2.7803 0.1215 -0.3632 -0.1059 0.13
H -3.0114 -2.7654 2.6205 0.2269 0.2926 -0.1127 0.14
H -3.0947 -1.7759 0.1126 0.2628 0.0598 0.1213 0.14
Sn -0.3357 -1.0886 1.8430 0.2062 0.3549 0.4311 1.68
C 0.8823 3.4148 3.8536 -0.0647 0.0723 -0.0960 -0.05
C 0.8253 2.2913 2.8430 0.2821 -0.1305 -0.0611 -0.28
O 0.4715 1.0465 3.5008 -0.0995 0.0468 0.4911 -0.20
H -0.0754 3.5848 4.3483 -0.0497 -0.0891 -0.1229 0.09
H 1.1734 4.3477 3.3709 0.0764 -0.0395 0.0441 0.10
H 1.6173 3.1792 4.6273 0.0848 0.1018 -0.0585 0.09
H 0.0807 2.4519 2.0520 0.1178 0.0610 0.1931 0.11
H 1.8025 2.1339 2.3610 -0.2151 0.2494 0.0462 0.11
H 0.7750 1.1286 4.4261 -0.1733 -0.2303 -0.4842 0.12
```
Positions in Å, forces in eV/Å.



Among the records above, which one has the highest HOMO level? C16H25ClN2OS



What is the Kohn-Sham gap in the second record? 8.1 eV



The highest Kohn-Sham gap belongs to which entry? C16H25ClN2OS



What is the HOMO level in the first record? -14.00 eV